11 unconnected molecules or ions with the total composition C11H44N22O11, computed with the ωB97M-V functional and the def2-TZVPD basis.

Structure (XYZ):
```
88
Properties=species:S:1:pos:R:3:forces:R:3
C -3.264 0.216 -2.870 -2.8 2.1 1.3
O -3.381 0.771 -1.739 -0.3 -0.4 -1.6
N -2.446 -0.748 -3.026 4.2 -3.6 0.7
N -3.993 0.376 -3.981 -1.3 1.1 -1.0
H -2.095 -1.124 -3.895 -0.3 0.3 0.1
H -1.967 -1.017 -2.178 0.5 -0.4 -0.1
H -4.813 0.959 -4.072 0.4 0.1 0.3
H -3.832 -0.312 -4.702 -0.3 0.4 0.1
C -5.621 3.351 -1.076 -2.7 5.4 0.6
O -6.310 4.336 -0.911 -1.0 1.8 0.2
N -4.372 3.277 -1.058 8.0 1.4 1.1
N -6.058 2.215 -1.353 -4.4 -7.7 -1.7
H -3.791 4.086 -0.892 -0.2 -0.2 0.0
H -3.964 2.368 -1.225 0.7 0.6 -0.2
H -5.398 1.483 -1.133 -1.0 -0.8 -0.7
H -7.007 2.091 -1.676 0.3 -0.3 0.6
C 0.848 1.851 -4.149 -0.1 -0.6 -3.5
O 0.180 1.416 -5.081 -0.3 0.6 -0.6
N 0.802 1.331 -2.989 -1.3 -2.3 4.4
N 1.817 2.737 -4.203 2.3 3.2 -1.4
H 1.418 1.677 -2.267 -0.7 -0.8 0.3
H 0.082 0.625 -2.937 0.3 0.0 1.0
H 2.303 3.024 -3.365 0.0 0.0 -0.5
H 2.097 3.152 -5.080 -0.2 -0.1 0.3
C -0.256 -0.337 -0.205 0.1 1.1 0.3
O -0.536 -1.352 -0.708 -1.8 -7.1 -3.4
N 0.760 -0.166 0.525 5.2 0.5 4.0
N -0.902 0.735 -0.384 -3.6 4.3 -1.3
H 1.265 -0.953 0.905 0.0 0.5 0.3
H 0.771 0.744 0.963 0.9 -0.4 0.3
H -1.720 0.620 -0.964 -0.6 0.6 0.2
H -0.948 1.365 0.404 -0.3 0.5 -0.6
C 5.152 -2.300 0.919 4.2 -1.5 -0.8
O 6.202 -2.076 0.327 -0.2 0.4 -0.6
N 4.871 -3.492 1.376 -0.5 -4.7 0.4
N 4.325 -1.453 1.364 -3.4 5.6 1.1
H 5.437 -4.255 1.033 -0.2 0.0 0.3
H 4.137 -3.616 2.060 0.4 -0.4 -0.4
H 4.738 -0.543 1.508 -0.2 0.5 -0.2
H 3.477 -1.610 1.891 0.5 -0.5 -0.4
C 2.182 -3.575 -1.860 1.5 -1.9 -2.6
O 2.983 -4.125 -2.578 1.0 -0.8 -1.4
N 0.969 -3.287 -2.150 -5.0 0.5 -3.8
N 2.392 -3.308 -0.646 2.2 1.4 7.3
H 0.308 -2.807 -1.555 0.2 0.2 -0.1
H 0.751 -3.479 -3.117 -0.4 0.3 0.2
H 1.798 -2.620 -0.206 0.5 -0.2 0.1
H 3.258 -3.605 -0.217 0.0 0.5 0.0
C -3.864 -4.694 -0.933 -3.5 1.1 1.5
O -4.888 -4.388 -0.340 -0.5 0.4 0.6
N -3.902 -5.498 -1.942 0.0 -3.3 -3.9
N -2.712 -4.163 -0.697 5.3 2.9 1.9
H -3.108 -5.546 -2.564 -0.3 0.0 0.0
H -4.812 -5.654 -2.351 0.2 -0.2 0.2
H -1.784 -4.555 -0.772 -0.5 -0.5 -0.6
H -2.644 -3.302 -0.172 -0.6 -0.3 0.2
C 4.636 1.305 3.276 0.9 0.0 -2.2
O 5.299 0.883 2.307 -0.1 1.5 1.9
N 4.879 2.368 4.059 1.9 1.1 0.2
N 3.453 0.808 3.570 -2.4 -1.7 0.2
H 5.739 2.864 3.872 -0.3 0.1 0.4
H 4.208 2.686 4.743 0.5 0.1 -0.3
H 2.970 1.086 4.413 0.0 -0.4 -0.4
H 3.099 0.067 2.983 -0.3 0.1 0.6
C -1.630 5.446 -0.960 -0.2 -0.5 -1.6
O -2.469 6.089 -1.476 -3.4 4.1 -2.4
N -1.883 4.875 0.152 -0.6 -2.4 5.9
N -0.530 5.153 -1.591 3.5 -0.8 -1.2
H -1.443 4.049 0.533 0.2 0.4 -0.1
H -2.659 5.249 0.679 0.0 -0.2 -0.3
H 0.116 4.489 -1.188 0.2 0.4 -0.5
H -0.425 5.623 -2.479 0.3 -0.5 0.1
C -0.703 2.362 2.648 0.3 -0.4 2.7
O -0.976 2.637 1.529 0.9 1.4 -3.9
N 0.406 2.431 3.361 4.6 1.5 -0.1
N -1.602 1.856 3.407 -4.5 -2.0 2.4
H 1.202 2.937 3.002 -0.1 -0.1 -0.1
H 0.453 2.245 4.353 -0.3 0.0 -0.5
H -2.509 1.761 2.973 -0.1 -0.1 0.6
H -1.442 1.750 4.399 -0.7 -0.2 -0.4
C 2.008 -2.746 3.294 1.7 -0.8 3.3
O 1.864 -1.664 2.846 -1.4 4.3 -1.9
N 2.102 -3.839 2.612 -1.0 -2.5 -2.9
N 2.354 -2.985 4.547 0.4 -0.2 3.8
H 1.539 -3.721 1.782 0.2 -1.3 -0.5
H 2.196 -4.694 3.141 -0.4 -0.2 -0.9
H 2.319 -3.931 4.898 0.1 0.3 0.1
H 2.493 -2.283 5.260 -0.2 0.1 -0.5
```
Positions in Å, forces in eV/Å.

## Properties
E_HOMO	-8.4	eV
E_LUMO	-0.99	eV
ΔE to the lowest compared entry with this formula, charge and spin	8.799	eV
2S+1	1